1.
Molecular formula: C3H6ClO3S
Method: DFT, the ωB97M-V functional and the def2-TZVPD basis

Structure (ORCA input):
```
! RIJCOSX wB97M-V def2-TZVPD def2/J DEFGRID3
* xyz -1 1
C 0.31 0.42 1.32
C 0.45 -0.17 -1.11
C 0.39 0.96 -0.05
O 0.47 2.12 -0.35
O -4.36 0.90 1.22
O -5.03 0.13 -0.97
S -3.94 0.63 -0.15
Cl -2.70 -1.39 0.09
H 1.35 0.06 1.37
H -0.45 -0.29 1.45
H 0.28 1.22 2.04
H 1.18 -0.91 -0.90
H 0.44 0.34 -2.13
H -0.36 -0.83 -1.13
*
```

Values from the calculation:
**Frontier orbital gap**: 8.53 eV
**M**: 157.60 g/mol


2.
Molecular formula: C3H6ClP
Method: DFT, the ωB97M-V functional and the def2-TZVPD basis

Structure (ORCA input):
```
! RIJCOSX wB97M-V def2-TZVPD def2/J DEFGRID3
* xyz 0 1
C -2.08 0.70 -0.03
C 0.64 -1.48 0.07
C 0.60 1.40 0.00
P -0.59 0.05 -0.08
Cl -3.41 -0.28 -0.03
H 0.13 -2.39 -0.07
H 1.37 -1.39 -0.69
H 1.08 -1.28 1.03
H 0.14 1.82 -0.91
H 0.54 1.92 0.90
H 1.58 0.94 -0.19
*
```

Values from the calculation:
**Frontier orbital gap**: 8.44 eV
**M**: 108.51 g/mol


3.
Molecular formula: C3H6CoO3
Method: DFT, the ωB97M-V functional and the def2-TZVPD basis

Structure (ORCA input):
```
! RIJCOSX wB97M-V def2-TZVPD def2/J DEFGRID3
* xyz 3 5
H -1.18 1.30 1.01
C -1.62 0.36 0.64
C -1.01 -0.06 -0.67
H -2.69 0.54 0.48
H -1.51 -0.42 1.41
H -0.84 0.76 -1.37
H -1.64 -0.76 -1.22
O 1.31 0.93 -0.45
C 1.28 -0.31 -0.39
O 0.22 -0.99 -0.43
O 2.34 -0.80 0.26
Co 3.06 1.15 0.13
H 2.28 -1.71 0.60
*
```

Values from the calculation:
**Frontier orbital gap (alpha / beta)**: 12.21 / 6.69 eV
**<S²>**: 6.007
**M**: 149.01 g/mol


4.
Molecular formula: C3H6CrO3
Method: DFT, the ωB97M-V functional and the def2-TZVPD basis

Structure (ORCA input):
```
! RIJCOSX wB97M-V def2-TZVPD def2/J DEFGRID3
* xyz 0 5
O 2.52 0.25 -0.49
C 3.39 0.15 0.36
H 4.45 0.29 0.09
H 3.14 -0.13 1.40
O -0.68 -0.83 -1.36
C -1.74 -0.80 -0.44
C -1.85 0.57 0.26
O -0.60 1.03 0.69
Cr 0.57 0.31 -0.57
H -1.60 -1.57 0.35
H -2.71 -1.03 -0.93
H -2.57 0.48 1.10
H -2.30 1.29 -0.47
*
```

Values from the calculation:
**Frontier orbital gap (alpha / beta)**: 6.04 / 7.06 eV
**<S²>**: 6.024
**M**: 142.07 g/mol


| no. | calculated total energy (eV) |
| --- | --- |
| 1 | -32710.575 |
| 2 | -25015.594 |
| 3 | -46935.916 |
| 4 | -37769.767 |